The following is a quantum chemistry calculation of an isolated molecule of C5H9NO2 in a non-equilibrium geometry, from OMol25.

Atoms and positions in Å:
N  2.25507  -1.23336  -0.42336
C  1.73279  -0.28156  0.45972
C  1.01787  0.78838  -0.36000
C  0.18126  1.82094  0.31870
C  -0.53209  0.79555  -0.53607
C  -1.40102  -0.21166  0.05550
O  -1.27174  -0.56109  1.25032
O  -2.27364  -0.75782  -0.79473
H  2.51012  -2.05117  -0.01912
H  3.00175  -0.98316  -0.91579
H  2.54503  0.12504  1.17660
H  0.85142  -0.56138  1.21300
H  1.57762  1.24671  -1.26282
H  0.09585  2.71910  -0.05372
H  -0.16993  1.49966  1.31674
H  -0.92165  1.18097  -1.69195
H  -2.90555  -1.46092  -0.07123

Output
2S+1 = 1
Total energy = -401.049837 Ha
ΔE to the lowest compared entry with this formula, charge and spin = 333.2 kJ/mol
SMILES = NC[C@@H]1C[C@@H]1C(=O)O
HOMO = -9.16 eV
Orbital gap = 9.8 eV